(1)
Formula: C2H2N2O2S
Source: the OMol25 dataset
Level of theory: the ωB97M-V functional and the def2-TZVPD basis

Geometry (Å):
C1 0.1557 1.3278 -1.5572
C2 -1.0015 -1.3627 1.1946
N1 1.0975 1.9935 -1.8374
N2 0.1083 -0.8295 1.4114
O1 -0.8480 0.8893 -1.2037
O2 1.1746 -0.4493 1.6871
S1 -0.9703 -2.8590 2.0399
H1 -1.7161 -0.8863 0.6448
H2 1.9999 2.1762 -2.3794

## Properties
lowest unoccupied orbital energy (alpha / beta) = 0.59 / -1.88 eV
2S+1 = 3
strongest force on any atom = 4.3 eV Å⁻¹
gap between HOMO and LUMO (alpha / beta) = 8.77 / 7.32 eV
total energy = -735.42157 a.u.
molar mass = 118.117 u
energy above the lowest of the compared OMol25 structures with the same formula, charge and spin = 0.0 kJ/mol

(2)
Formula: C2H2N2O2S2
Source: the OMol25 dataset
Level of theory: the ωB97M-V functional and the def2-TZVPD basis

Geometry (Å):
C1 1.3139 2.0302 -0.0454
C2 -0.7064 -1.2495 0.2264
N1 0.2982 2.1765 -0.5202
N2 -1.6053 -0.2899 -0.1310
O1 -0.8319 -2.0863 1.0352
O2 0.4396 -1.0434 -0.6381
S1 2.7245 1.9674 0.7674
S2 1.7645 -1.8289 -0.3646
H1 -2.1536 0.0773 0.5661
H2 -1.2435 0.2468 -0.8959

## Properties
lowest unoccupied orbital energy (alpha / beta) = -3.80 / -1.75 eV
strongest force on any atom = 4.3 eV Å⁻¹
gap between HOMO and LUMO (alpha / beta) = 5.63 / 7.33 eV
total energy = -1133.68051 a.u.
molar mass = 150.184 u
energy above the lowest of the compared OMol25 structures with the same formula, charge and spin = 276.8 kJ/mol

(3)
Formula: C2H2N2O3
Source: the OMol25 dataset
Level of theory: the ωB97M-V functional and the def2-TZVPD basis

Geometry (Å):
O1 -1.8066 -1.3960 -0.9546
N1 -0.7384 -1.4148 0.0639
C1 -0.1678 -0.3153 0.0079
O2 1.1989 -0.1646 0.6325
C2 1.3447 1.1770 0.5209
N2 0.4287 1.8451 -0.0645
O3 -0.3862 0.8514 -0.6398
H1 -1.9186 -2.3014 -0.8563
H2 2.0453 1.7186 1.2900

## Properties
structure (SMILES) = O/N=c1/ocno1
lowest unoccupied orbital energy = 0.79 eV
strongest force on any atom = 4.0 eV Å⁻¹
gap between HOMO and LUMO = 10.62 eV
total energy = -412.48742 a.u.
molar mass = 102.049 u
energy above the lowest of the compared OMol25 structures with the same formula, charge and spin = 429.4 kJ/mol

(4)
Formula: C2H2N2O3
Source: the OMol25 dataset
Level of theory: the ωB97M-V functional and the def2-TZVPD basis

Geometry (Å):
C1 -0.5164 0.0852 -0.6140
C2 -1.1245 0.3304 3.0834
N1 -0.0094 -0.9514 -0.4453
N2 1.1518 0.6821 -3.1384
O1 2.0452 0.5522 -2.3296
O2 -1.0266 1.1596 3.8885
O3 -1.1518 -0.4449 2.2187
H1 0.2668 0.4347 -2.5434
H2 0.3649 -1.8478 -0.1199

## Properties
lowest unoccupied orbital energy = -0.03 eV
strongest force on any atom = 2.4 eV Å⁻¹
gap between HOMO and LUMO = 9.31 eV
total energy = -412.52933 a.u.
molar mass = 102.049 u
energy above the lowest of the compared OMol25 structures with the same formula, charge and spin = 319.4 kJ/mol

(5)
Formula: C2H2N2O3S
Source: the OMol25 dataset
Level of theory: the ωB97M-V functional and the def2-TZVPD basis

Geometry (Å):
N1 -4.5074 0.5475 1.6151
N2 -4.3552 1.2158 0.7049
S1 -4.1974 2.0587 -0.5131
O1 -3.6426 -3.1038 0.2090
C1 -3.9265 -2.1367 -0.3515
O2 -4.1785 -1.2245 -0.9436
C2 0.2834 -0.8178 0.0418
O3 -0.7554 -0.8547 -0.5633
H1 0.6404 0.0069 0.6545
H2 1.0695 -1.4908 -0.1968

## Properties
structure (SMILES) = N#[N+][S-].O=C=O.C=O
lowest unoccupied orbital energy = 0.58 eV
strongest force on any atom = 6.4 eV Å⁻¹
gap between HOMO and LUMO = 10.44 eV
total energy = -810.79549 a.u.
molar mass = 134.116 u
energy above the lowest of the compared OMol25 structures with the same formula, charge and spin = 147.7 kJ/mol

(6)
Formula: C2H2N2O4
Source: the OMol25 dataset
Level of theory: the ωB97M-V functional and the def2-TZVPD basis

Geometry (Å):
O1 -2.5539 -0.0089 0.3210
C1 -1.4050 -0.0375 0.0038
N1 -0.6039 1.0608 -0.0977
C2 0.7614 0.8827 -0.1943
O2 1.8237 1.3267 0.1832
N2 0.7155 -0.6552 -0.5879
O3 1.5972 -1.3163 0.3347
O4 -0.5303 -1.0621 -0.2759
H1 -1.0331 1.8840 0.0625
H2 1.4207 -1.3093 1.3759

## Properties
structure (SMILES) = O=c1[nH]c(=O)n(O)o1
lowest unoccupied orbital energy = 0.27 eV
strongest force on any atom = 4.3 eV Å⁻¹
gap between HOMO and LUMO = 10.67 eV
total energy = -487.77256 a.u.
molar mass = 118.048 u
energy above the lowest of the compared OMol25 structures with the same formula, charge and spin = 213.1 kJ/mol

(7)
Formula: C2H2N2O4
Source: the OMol25 dataset
Level of theory: the ωB97M-V functional and the def2-TZVPD basis

Geometry (Å):
O1 -0.0036 -2.4861 2.4206
N1 0.6263 -1.6924 1.7773
C1 0.1591 -0.3826 1.6674
N2 -0.9435 0.4133 2.3879
O2 -0.7955 1.5913 2.3994
O3 -1.8915 -0.1777 2.8275
C2 0.2200 0.0169 0.1226
O4 1.0471 0.4305 1.1480
H1 0.6172 -0.8870 -0.4665
H2 -0.7122 0.6177 -0.0767

## Properties
structure (SMILES) = O=N[C@]1([N+](=O)[O-])CO1
lowest unoccupied orbital energy = -0.99 eV
strongest force on any atom = 3.8 eV Å⁻¹
gap between HOMO and LUMO = 9.11 eV
total energy = -487.61141 a.u.
molar mass = 118.048 u
energy above the lowest of the compared OMol25 structures with the same formula, charge and spin = 636.2 kJ/mol

(8)
Formula: C2H2N2O4
Source: the OMol25 dataset
Level of theory: the ωB97M-V functional and the def2-TZVPD basis

Geometry (Å):
O1 0.0592 1.9966 0.0629
C1 0.0195 0.7988 -0.0006
C2 -1.0907 -0.1267 0.0006
O2 -2.2820 0.2675 -0.0368
N1 -0.8303 -1.4163 0.0276
O3 0.6273 -1.4291 0.0642
N2 0.8965 -0.1778 -0.0299
O4 2.3621 0.0832 -0.1685
H1 -2.9533 -0.3681 -0.1266
H2 2.7849 0.1485 0.7680

## Properties
structure (SMILES) = O=c1c(O)non1O
lowest unoccupied orbital energy = 0.34 eV
strongest force on any atom = 9.6 eV Å⁻¹
gap between HOMO and LUMO = 10.04 eV
total energy = -487.68346 a.u.
molar mass = 118.048 u
energy above the lowest of the compared OMol25 structures with the same formula, charge and spin = 447.0 kJ/mol

(9)
Formula: C2H2N2OP
Source: the OMol25 dataset
Level of theory: the ωB97M-V functional and the def2-TZVPD basis

Geometry (Å):
C1 0.0977 0.0564 1.0526
C2 1.1775 0.3112 0.1025
N1 -1.0517 -0.2913 0.6172
N2 -1.0898 -0.9029 -0.5907
O1 -1.4806 -0.0590 -1.5174
P1 0.0858 -0.6756 -1.8456
H1 0.2371 0.5540 2.0026
H2 2.0240 1.0072 0.1787

## Properties
lowest unoccupied orbital energy (alpha / beta) = -8.21 / -8.01 eV
strongest force on any atom = 4.7 eV Å⁻¹
gap between HOMO and LUMO (alpha / beta) = 7.27 / 7.68 eV
total energy = -602.95845 a.u.
molar mass = 101.025 u
charge = +1
energy above the lowest of the compared OMol25 structures with the same formula, charge and spin = 491.4 kJ/mol

(10)
Formula: C2H2N2OS
Source: the OMol25 dataset
Level of theory: the ωB97M-V functional and the def2-TZVPD basis

Geometry (Å):
C1 -0.8393 -0.7221 0.1439
C2 0.2957 -0.2373 -0.7186
N1 -1.1651 -0.2166 1.2883
N2 0.9615 0.7474 -0.0226
O1 0.5804 -0.5763 -1.8324
S1 -0.0926 1.0333 1.6277
H1 -1.4170 -1.4971 -0.1624
H2 1.6764 1.4687 -0.3239

## Properties
lowest unoccupied orbital energy = -0.28 eV
strongest force on any atom = 3.7 eV Å⁻¹
gap between HOMO and LUMO = 9.12 eV
total energy = -660.30117 a.u.
molar mass = 102.118 u
energy above the lowest of the compared OMol25 structures with the same formula, charge and spin = 122.2 kJ/mol

(11)
Formula: C2H2N2OS
Source: the OMol25 dataset
Level of theory: the ωB97M-V functional and the def2-TZVPD basis

Geometry (Å):
S1 -1.7860 -0.4340 0.1204
C1 -0.1406 -0.0564 0.3266
N1 0.7036 -0.9543 -0.0415
C2 1.8163 -0.1187 -0.3438
N2 1.5821 1.1473 -0.2461
O1 0.1766 1.1324 0.1672
H1 -1.7267 -1.8221 -0.2434
H2 2.8366 -0.5948 -0.9051

## Properties
structure (SMILES) = Sc1ncno1
lowest unoccupied orbital energy = 0.31 eV
strongest force on any atom = 5.3 eV Å⁻¹
gap between HOMO and LUMO = 10.02 eV
total energy = -660.25445 a.u.
molar mass = 102.118 u
energy above the lowest of the compared OMol25 structures with the same formula, charge and spin = 244.8 kJ/mol

(12)
Formula: C2H2N2OS2
Source: the OMol25 dataset
Level of theory: the ωB97M-V functional and the def2-TZVPD basis

Geometry (Å):
O1 -2.4230 -0.6946 0.1679
C1 -1.2907 -0.2921 0.1304
N1 -0.2133 -1.1622 0.4138
S1 1.2171 -1.0862 -0.4319
C2 1.7290 0.4736 0.4207
N2 0.9109 1.4603 0.4861
S2 -0.6105 1.3281 -0.3705
H1 -0.4664 -2.0522 0.8917
H2 2.6314 0.5628 0.9980

## Properties
structure (SMILES) = O=C1NSC=NS1
lowest unoccupied orbital energy = -0.12 eV
strongest force on any atom = 2.0 eV Å⁻¹
gap between HOMO and LUMO = 9.45 eV
total energy = -1058.49848 a.u.
molar mass = 134.185 u
energy above the lowest of the compared OMol25 structures with the same formula, charge and spin = 39.9 kJ/mol

(13)
Formula: C2H2N2OS2
Source: the OMol25 dataset
Level of theory: the ωB97M-V functional and the def2-TZVPD basis

Geometry (Å):
O1 2.4857 -1.1089 -1.2137
C1 1.3535 -0.7706 -0.8139
S1 0.3236 0.5817 -1.7798
N1 -1.0788 0.8711 -0.9755
C2 -1.0618 0.6814 0.2896
N2 -0.0515 0.1074 1.0555
S2 0.5157 -1.5671 0.5421
H1 -1.9706 1.0539 0.8209
H2 -0.5157 0.1510 2.0748

## Properties
structure (SMILES) = O=C1SN=CNS1
lowest unoccupied orbital energy = -0.68 eV
strongest force on any atom = 4.7 eV Å⁻¹
gap between HOMO and LUMO = 8.42 eV
total energy = -1058.47043 a.u.
molar mass = 134.185 u
energy above the lowest of the compared OMol25 structures with the same formula, charge and spin = 113.5 kJ/mol

(14)
Formula: C2H2N2OS2
Source: the OMol25 dataset
Level of theory: the ωB97M-V functional and the def2-TZVPD basis

Geometry (Å):
C1 -1.3637 1.2908 0.1307
C2 -3.1334 -0.8962 0.8806
N1 -0.3224 0.6118 -0.1558
N2 -0.3451 -0.2371 -1.1407
O1 -3.0678 -0.5355 1.9805
S1 -2.3346 2.5519 -0.1062
S2 -3.3255 -1.3182 -0.5818
H1 0.1746 0.5146 0.7314
H2 0.3610 -0.8587 -1.0345

## Properties
lowest unoccupied orbital energy (alpha / beta) = -0.78 / -0.65 eV
strongest force on any atom = 4.7 eV Å⁻¹
gap between HOMO and LUMO (alpha / beta) = 6.85 / 7.27 eV
total energy = -1058.39791 a.u.
molar mass = 134.185 u
energy above the lowest of the compared OMol25 structures with the same formula, charge and spin = 303.9 kJ/mol

(15)
Formula: C2H2N2OS2
Source: the OMol25 dataset
Level of theory: the ωB97M-V functional and the def2-TZVPD basis

Geometry (Å):
C1 -0.3296 -1.1435 -0.0206
C2 0.0021 0.7911 -1.7741
N1 0.0412 -0.0153 0.4433
N2 0.2187 0.9652 -0.4665
O1 -0.1481 1.0440 -4.3411
S1 -0.6075 -1.3829 -1.7099
S2 0.1470 1.7644 -3.0985
H1 -0.4685 -1.9710 0.6574
H2 0.5011 1.8544 -0.0805

## Properties
lowest unoccupied orbital energy = -1.26 eV
strongest force on any atom = 3.9 eV Å⁻¹
gap between HOMO and LUMO = 6.77 eV
total energy = -1058.41575 a.u.
molar mass = 134.185 u
energy above the lowest of the compared OMol25 structures with the same formula, charge and spin = 257.1 kJ/mol

(16)
Formula: C2H2N2OSi
Source: the OMol25 dataset
Level of theory: the ωB97M-V functional and the def2-TZVPD basis

Geometry (Å):
C1 -2.5237 -0.6159 0.1674
C2 1.1147 1.3584 0.1608
N1 -3.4727 -0.1467 0.6167
N2 1.4834 2.4297 0.2085
O1 -0.3104 -1.1001 -0.9146
Si1 0.8481 -0.4710 -0.0732
H1 1.5505 -0.6806 -1.3639
H2 1.3102 -0.7737 1.1984

## Properties
lowest unoccupied orbital energy (alpha / beta) = -3.65 / -4.29 eV
strongest force on any atom = 2.9 eV Å⁻¹
gap between HOMO and LUMO (alpha / beta) = 9.01 / 8.04 eV
total energy = -551.43266 a.u.
molar mass = 98.137 u
energy above the lowest of the compared OMol25 structures with the same formula, charge and spin = 539.6 kJ/mol

(17)
Formula: C2H2N2PS
Source: the OMol25 dataset
Level of theory: the ωB97M-V functional and the def2-TZVPD basis

Geometry (Å):
S1 3.0372 -0.1553 -0.6690
P1 1.5515 0.0069 0.6131
N1 0.4069 -1.1699 0.2783
C1 -0.7642 -0.7009 0.0401
C2 -0.8869 0.7429 -0.0666
N2 0.1456 1.4589 0.0678
H1 -1.6199 -1.3677 -0.0232
H2 -1.8701 1.1851 -0.2405

## Properties
structure (SMILES) = [S-]p1nccn1
lowest unoccupied orbital energy = 4.04 eV
strongest force on any atom = 2.4 eV Å⁻¹
gap between HOMO and LUMO = 7.13 eV
total energy = -926.51733 a.u.
molar mass = 117.093 u
charge = -1
energy above the lowest of the compared OMol25 structures with the same formula, charge and spin = 23.9 kJ/mol

(18)
Formula: C2H2N3O2
Source: the OMol25 dataset
Level of theory: the ωB97M-V functional and the def2-TZVPD basis

Geometry (Å):
H1 -1.5980 0.3526 -1.4606
N1 -2.2913 -0.0047 -0.9196
N2 -1.8990 -0.2758 0.2168
C1 -0.5164 -0.1287 0.5931
N3 0.3494 -0.0750 -0.2951
C2 1.8551 0.0541 0.0421
O1 2.1844 0.9615 0.7630
O2 2.4587 -0.8102 -0.5582
H2 -0.5429 -0.0738 1.6185

## Properties
structure (SMILES) = [H]/N=N\C=N\C(=O)[O-]
lowest unoccupied orbital energy = 3.70 eV
strongest force on any atom = 4.5 eV Å⁻¹
gap between HOMO and LUMO = 8.46 eV
total energy = -392.15936 a.u.
molar mass = 100.057 u
charge = -1
energy above the lowest of the compared OMol25 structures with the same formula, charge and spin = 154.3 kJ/mol

(19)
Formula: C2H2N3O2S
Source: the OMol25 dataset
Level of theory: the ωB97M-V functional and the def2-TZVPD basis

Geometry (Å):
H1 1.7717 2.0024 0.6189
N1 0.9473 1.4153 0.4403
C1 1.3320 0.2900 -0.0830
O1 2.4846 -0.0306 -0.5001
N2 0.3068 -0.8029 -0.0263
C2 -1.0587 -0.8131 -0.0051
O2 -1.8551 -1.7373 0.1086
N3 -1.6245 0.4539 -0.1216
S1 -3.1144 0.9564 -0.2764
H2 0.8103 -1.7341 -0.1553

## Properties
structure (SMILES) = [H]/N=C(\[O-])NC(=O)N=S
lowest unoccupied orbital energy (alpha / beta) = 2.03 / 1.96 eV
strongest force on any atom = 2.7 eV Å⁻¹
gap between HOMO and LUMO (alpha / beta) = 6.06 / 5.98 eV
total energy = -790.35379 a.u.
molar mass = 132.124 u
charge = -1
energy above the lowest of the compared OMol25 structures with the same formula, charge and spin = 160.5 kJ/mol

(20)
Formula: C2H2N3P
Source: the OMol25 dataset
Level of theory: the ωB97M-V functional and the def2-TZVPD basis

Geometry (Å):
C1 2.6034 0.4385 0.9679
C2 -2.6256 -0.4240 0.0291
N1 2.4626 -0.5495 0.3654
N2 -2.9078 -1.5199 -0.1268
N3 -0.4837 0.7692 -0.4915
P1 -1.9007 1.2269 0.0395
H1 0.2803 1.4452 -0.5605
H2 2.5715 -1.3863 -0.2232

## Properties
lowest unoccupied orbital energy = -1.31 eV
strongest force on any atom = 1.5 eV Å⁻¹
gap between HOMO and LUMO = 9.11 eV
total energy = -582.93679 a.u.
molar mass = 99.033 u
energy above the lowest of the compared OMol25 structures with the same formula, charge and spin = 210.8 kJ/mol